Here is C32H22Cl3N3OP2PtSe2 as an isolated structure in a non-equilibrium geometry from the OMol25 dataset. Energies are from wB97M-V/def2-TZVPD.

LUMO (spin up / spin down) in Ha: -0.0130 / -0.0883
Spin multiplicity: 3
<S²>: 2.03
E_HOMO (spin up / spin down) in hartree: -0.2243 / -0.2719
Gap between HOMO and LUMO (spin up / spin down) in Eh: 0.21132 / 0.18356

Each line ends with the natural charge from an NBO analysis.
Element x y z (Å)
Pt 0.158 -1.957 -2.920  0.766
Cl 2.247 -8.224 -3.107  0.022
C 0.934 -7.146 -3.424  -0.038
C 1.308 -6.000 -4.234  -0.247
C 0.650 -4.847 -3.966  -0.092
Cl 0.808 -3.349 -4.859  0.085
C -0.343 -4.799 -2.898  0.273
O -0.911 -3.700 -2.535  -0.634
C -0.829 -5.999 -2.284  -0.090
Cl -2.184 -6.013 -1.276  0.083
C -0.288 -7.245 -2.750  -0.228
H 2.188 -6.011 -4.832  0.242
H -0.745 -8.140 -2.360  0.241
Se 2.184 -1.148 2.789  -0.513
P 0.345 -0.124 2.409  1.253
C 0.339 1.668 2.705  -0.311
C 1.257 2.481 2.063  -0.220
C 1.157 3.861 2.175  -0.218
C 0.368 4.442 3.153  -0.209
C -0.407 3.620 3.950  -0.216
C -0.324 2.197 3.812  -0.197
C -1.109 -0.697 3.358  -0.389
C -1.023 -1.942 3.894  -0.153
C -2.227 -2.619 4.257  -0.208
C -3.440 -1.980 4.160  -0.191
C -3.490 -0.636 3.649  -0.205
C -2.352 -0.095 3.143  -0.189
C -0.200 -0.568 0.783  -0.331
C 0.264 -0.310 -0.520  -0.229
N -0.511 -1.207 -1.274  -0.437
N -1.359 -1.971 -0.485  -0.017
N -1.151 -1.586 0.737  -0.239
P 0.807 1.076 -1.675  1.273
Se 1.531 -0.075 -3.416  -0.327
C 2.336 1.990 -1.261  -0.406
C 3.382 1.264 -0.659  -0.137
C 4.640 1.903 -0.511  -0.195
C 4.916 3.159 -1.022  -0.199
C 3.877 3.870 -1.578  -0.202
C 2.593 3.281 -1.816  -0.183
C -0.760 1.967 -1.902  -0.405
C -1.666 1.925 -2.998  -0.160
C -2.887 2.589 -2.936  -0.207
C -3.409 3.180 -1.810  -0.186
C -2.496 3.273 -0.726  -0.196
C -1.144 2.777 -0.811  -0.187
H 1.991 1.937 1.456  0.232
H 1.772 4.530 1.579  0.217
H 0.455 5.491 3.374  0.220
H -1.156 4.127 4.621  0.223
H -0.837 1.529 4.528  0.242
H -0.082 -2.497 3.931  0.246
H -2.154 -3.687 4.574  0.219
H -4.347 -2.464 4.521  0.216
H -4.388 -0.096 3.586  0.211
H -2.362 0.936 2.666  0.216
H 3.240 0.213 -0.430  0.247
H 5.502 1.414 -0.074  0.224
H 5.946 3.523 -0.951  0.229
H 4.040 4.878 -1.917  0.220
H 1.825 3.758 -2.454  0.234
H -1.520 1.265 -3.853  0.242
H -3.412 2.785 -3.862  0.220
H -4.412 3.603 -1.731  0.233
H -2.728 3.659 0.274  0.225
H -0.406 2.963 -0.031  0.230

=====

Here is C32H22FeN6O4S4 as an isolated structure from the OMol25 dataset. Energies are from wB97M-V/def2-TZVPD.

Net charge: -1
LUMO (spin up / spin down) in Ha: 0.0694 / 0.0404
Spin multiplicity: 6
<S²>: 8.86
E_HOMO (spin up / spin down) in hartree: -0.1518 / -0.1632
Gap between HOMO and LUMO (spin up / spin down) in Eh: 0.22123 / 0.20363

Each line ends with the natural charge from an NBO analysis.
Element x y z (Å)
Fe -1.281 -2.533 -1.463  1.174
C 7.268 4.348 -1.104  -0.250
O 5.887 4.638 -1.115  -0.497
C 5.143 4.162 -0.071  0.285
C 3.760 4.162 -0.249  -0.251
C 2.932 3.657 0.728  -0.231
C 3.467 3.143 1.924  0.139
C 4.849 3.230 2.122  -0.213
C 5.686 3.715 1.130  -0.299
N 2.712 2.578 2.937  -0.221
N 1.508 2.167 2.587  -0.252
C 1.306 1.146 1.768  0.087
C 2.307 0.222 1.371  -0.235
C 2.056 -0.806 0.491  -0.277
C 0.777 -1.027 -0.060  0.356
O 0.528 -1.964 -0.893  -0.712
C -0.288 -0.158 0.406  0.075
N -1.518 -0.450 -0.058  -0.449
C -2.537 0.274 0.347  0.054
C -2.401 1.344 1.239  -0.269
C -1.148 1.657 1.713  -0.144
C -0.047 0.897 1.302  -0.017
H 7.649 4.637 -2.081  0.195
H 7.446 3.281 -0.944  0.179
H 7.797 4.919 -0.335  0.168
H 3.359 4.561 -1.172  0.222
H 1.860 3.652 0.588  0.227
H 5.254 2.878 3.062  0.219
H 6.753 3.744 1.303  0.213
H 3.300 0.345 1.786  0.218
H 2.847 -1.484 0.197  0.223
H -3.512 0.000 -0.047  0.196
H -3.275 1.900 1.552  0.215
H -0.989 2.474 2.405  0.232
O -5.223 -3.371 -1.622  -0.672
C -4.047 -3.219 -1.310  0.741
O -3.046 -3.130 -2.094  -0.766
C -3.699 -3.113 0.167  0.131
C -4.720 -3.129 1.144  -0.227
C -4.374 -3.011 2.454  -0.144
C -3.004 -2.925 2.808  -0.108
C -2.559 -2.820 4.146  -0.183
C -1.224 -2.750 4.427  -0.214
C -0.274 -2.806 3.386  -0.190
C -0.675 -2.911 2.083  -0.219
C -2.051 -2.946 1.768  0.230
N -2.429 -2.998 0.457  -0.468
H -5.741 -3.217 0.802  0.248
H -5.125 -2.986 3.235  0.208
H -3.296 -2.800 4.941  0.205
H -0.888 -2.662 5.453  0.210
H 0.782 -2.767 3.620  0.218
H 0.037 -2.986 1.274  0.245
S -0.581 -5.111 -0.743  -0.324
S -0.146 -6.025 -2.419  0.138
S 0.691 -4.711 -3.742  0.013
S -0.369 -2.987 -3.731  -0.471
N -3.046 3.545 -5.947  -0.312
C -2.791 2.637 -5.291  0.284
C -2.475 1.501 -4.469  -0.132
C -1.274 1.457 -3.765  -0.208
C -1.030 0.348 -2.976  0.067
N -1.886 -0.665 -2.862  -0.442
C -3.018 -0.634 -3.560  0.068
C -3.361 0.437 -4.373  -0.214
H -0.553 2.258 -3.836  0.230
H -0.110 0.257 -2.410  0.219
H -3.655 -1.504 -3.459  0.251
H -4.292 0.434 -4.922  0.231

=====

Here is a 3-piece molecular cluster, C32H22IN2O7S overall in a non-equilibrium geometry from the OMol25 dataset. Energies are from wB97M-V/def2-TZVPD.

Net charge: -1
LUMO in Ha: 0.0320
Spin multiplicity: 1
E_HOMO in hartree: -0.1788
Gap between HOMO and LUMO in Eh: 0.21080

Each line ends with the natural charge from an NBO analysis.
Element x y z (Å)
N 3.529 -4.061 1.937  -0.683
N 3.854 -2.882 1.200  -0.464
C 3.332 -1.683 1.789  -0.023
S 4.293 -1.271 3.369  -0.132
C 1.919 -1.841 2.313  -0.584
C 0.799 -2.189 1.360  0.545
O -0.308 -1.863 1.601  -0.539
I 1.052 -3.388 -0.413  0.006
C 3.451 -0.492 0.751  0.734
O 2.753 -0.674 -0.265  -0.753
O 4.202 0.468 1.061  -0.757
H 3.695 -4.848 1.326  0.352
H 4.154 -4.157 2.737  0.331
H 4.849 -2.789 1.059  0.341
H 5.511 -1.595 2.941  0.105
H 1.637 -0.882 2.725  0.267
H 1.926 -2.542 3.135  0.262
C -2.584 -4.070 -8.818  -0.201
C -3.925 -4.225 -8.485  -0.203
C -4.410 -3.704 -7.298  -0.159
C -3.554 -3.032 -6.435  -0.147
C -2.206 -2.891 -6.762  -0.046
C -1.726 -3.406 -7.959  -0.181
C -1.255 -2.205 -5.834  0.512
O -0.088 -2.078 -6.137  -0.523
C -1.789 -1.693 -4.543  -0.069
C -0.919 -1.097 -3.640  -0.163
C -1.402 -0.603 -2.440  -0.171
C -2.756 -0.698 -2.140  -0.187
C -3.628 -1.296 -3.034  -0.156
C -3.150 -1.801 -4.235  -0.166
C -4.101 -2.463 -5.167  0.558
O -5.286 -2.545 -4.917  -0.540
H -2.207 -4.473 -9.750  0.212
H -4.592 -4.754 -9.153  0.212
H -5.451 -3.814 -7.031  0.235
H -0.681 -3.283 -8.206  0.237
H 0.133 -1.028 -3.875  0.247
H -0.721 -0.151 -1.732  0.244
H -3.127 -0.311 -1.202  0.221
H -4.681 -1.379 -2.805  0.231
C -1.804 3.656 7.182  -0.204
C -1.876 2.362 6.675  -0.199
C -1.115 2.002 5.578  -0.177
C -0.283 2.937 4.977  -0.045
C -0.221 4.241 5.474  -0.151
C -0.979 4.592 6.583  -0.161
C 0.640 5.278 4.823  0.554
O 0.690 6.406 5.271  -0.544
C 1.417 4.882 3.620  -0.165
C 2.194 5.826 2.962  -0.164
C 2.933 5.455 1.850  -0.201
C 2.907 4.142 1.391  -0.176
C 2.128 3.198 2.036  -0.154
C 1.381 3.567 3.146  -0.066
C 0.543 2.529 3.804  0.516
O 0.538 1.392 3.390  -0.511
H -2.395 3.933 8.044  0.211
H -2.529 1.635 7.140  0.213
H -1.157 0.999 5.177  0.242
H -0.918 5.601 6.967  0.233
H 2.216 6.843 3.325  0.228
H 3.539 6.192 1.339  0.210
H 3.494 3.846 0.532  0.236
H 2.112 2.174 1.687  0.271